1.
{"formula": "C16H41N2O4S", "method": "wB97M-V/def2-TZVPD", "symbols": ["C", "C", "S", "N", "C", "C", "N", "H", "H", "H", "H", "H", "H", "H", "H", "H", "C", "C", "C", "O", "H", "H", "H", "H", "H", "H", "H", "H", "C", "C", "C", "O", "H", "H", "H", "H", "H", "H", "H", "H", "C", "C", "C", "O", "H", "H", "H", "H", "H", "H", "H", "H", "C", "C", "C", "O", "H", "H", "H", "H", "H", "H", "H", "H"], "xyz": [[1.19694, 1.74847, 1.76117], [0.85236, 1.31876, 0.49960], [-0.66315, 1.85290, -0.21829], [-0.92358, 3.43020, 0.26250], [-2.09256, 0.91774, 0.52141], [-2.66213, 1.72203, 1.67831], [-3.87610, 1.58396, 1.92249], [1.96983, 2.49921, 1.90230], [0.71419, 1.35690, 2.66787], [1.50806, 0.63196, -0.04348], [-0.08518, 3.88717, 0.59910], [-1.41642, 3.95912, -0.44862], [-2.90361, 0.86183, -0.19918], [-1.77820, -0.07613, 0.82785], [-2.03805, 2.38831, 2.26987], [-4.12769, 2.16810, 2.72013], [-0.02757, 0.37008, 6.32002], [-0.96443, -0.26342, 5.30390], [-1.51201, -1.58824, 5.80693], [-0.26909, -0.46770, 4.06425], [0.83018, -0.28011, 6.51095], [0.36472, 1.31697, 5.94439], [-0.53768, 0.55640, 7.26501], [-1.78997, 0.41776, 5.09118], [-0.70019, -2.29918, 5.98160], [-2.17621, -2.03498, 5.06631], [-2.06513, -1.45861, 6.73716], [0.46470, -1.07058, 4.23395], [-5.69965, -2.17658, -2.14990], [-4.80868, -1.13882, -2.81318], [-3.33490, -1.44374, -2.58832], [-5.11912, 0.15794, -2.29637], [-5.53905, -2.18788, -1.06780], [-6.75008, -1.93894, -2.31589], [-5.50259, -3.17599, -2.54001], [-5.01370, -1.10965, -3.88331], [-3.09282, -1.43189, -1.51979], [-2.71042, -0.68500, -3.06643], [-3.06691, -2.42085, -2.99229], [-4.95077, 0.14391, -1.34701], [0.65138, -2.72617, -2.47694], [0.96397, -1.26006, -2.22914], [1.14728, -0.50620, -3.53703], [2.14546, -1.13704, -1.43210], [1.47227, -3.20751, -3.01333], [0.53000, -3.25770, -1.53215], [-0.26173, -2.84247, -3.06207], [0.15503, -0.80616, -1.65218], [1.98383, -0.91972, -4.10423], [1.37821, 0.54416, -3.34597], [0.24844, -0.55881, -4.15327], [2.87944, -1.53084, -1.92116], [4.76972, 0.93413, -0.97433], [5.66017, 0.47265, -2.11784], [6.69379, 1.52626, -2.48120], [4.85287, 0.16973, -3.25880], [4.21553, 1.83685, -1.25222], [4.03396, 0.16482, -0.73959], [5.35333, 1.14834, -0.07708], [6.16470, -0.45253, -1.83703], [6.20523, 2.44796, -2.80999], [7.31688, 1.18141, -3.30629], [7.33767, 1.75892, -1.63205], [4.39918, 0.97855, -3.52239]], "atomic_forces_ev_per_a": [[-0.468, -0.023, 0.284], [0.150, 0.440, 0.738], [-0.708, -2.511, -0.542], [0.138, -0.248, 0.562], [-0.149, 1.365, 0.665], [0.637, -0.275, 0.192], [-0.957, 0.129, 0.145], [1.505, -1.461, 0.178], [-1.322, 1.426, -0.178], [0.364, 1.370, -1.323], [-0.051, 0.021, -0.019], [0.224, -0.056, -0.170], [0.266, -0.118, -0.436], [0.354, 0.009, -0.070], [0.380, -0.173, -0.107], [-0.257, -0.174, 0.023], [0.033, 0.202, -0.115], [0.351, -0.382, 0.449], [-0.163, -0.051, -0.174], [-0.056, 0.351, -0.372], [-0.077, -0.081, 0.051], [-0.057, 0.025, 0.030], [0.022, -0.014, 0.006], [0.047, 0.001, -0.191], [0.041, 0.073, 0.090], [-0.040, 0.043, 0.023], [0.024, -0.014, 0.007], [-0.083, -0.027, 0.042], [-0.132, -0.031, -0.094], [0.072, -0.180, 0.633], [0.172, 0.136, -0.162], [0.163, 0.184, -0.250], [0.104, -0.030, -0.017], [0.019, -0.004, -0.059], [-0.004, -0.006, 0.030], [-0.044, 0.191, 0.016], [-0.120, -0.140, 0.031], [-0.035, -0.030, -0.081], [0.026, -0.004, 0.043], [-0.198, -0.083, -0.009], [-0.128, -0.080, 0.247], [0.464, -0.361, -0.615], [-0.081, 0.237, 0.051], [-0.323, 0.144, 0.347], [-0.016, 0.084, -0.093], [-0.044, 0.027, -0.001], [0.027, -0.006, -0.024], [-0.023, 0.053, 0.163], [-0.037, -0.084, 0.015], [-0.044, 0.002, 0.008], [0.018, -0.012, -0.012], [0.011, 0.136, -0.034], [-0.075, -0.182, 0.214], [-0.147, 0.656, -0.075], [0.138, -0.095, -0.094], [-0.028, -0.368, 0.068], [0.116, 0.057, -0.053], [0.042, 0.018, 0.051], [0.013, 0.033, -0.025], [-0.083, -0.083, -0.129], [-0.046, 0.010, 0.100], [0.015, -0.039, 0.041], [-0.009, 0.023, -0.010], [0.070, -0.018, -0.009]], "total_charge": 1, "largest_force_ha_per_bohr": 0.052, "spin_multiplicity": 1, "homo_lumo_gap_ev": 7.1, "de_lowest_kj_mol": 0.0}

2.
{"formula": "C16H42BNO12P2", "method": "wB97M-V/def2-TZVPD", "symbols": ["C", "O", "C", "C", "O", "C", "O", "B", "N", "O", "H", "H", "H", "H", "H", "H", "H", "H", "H", "H", "H", "H", "C", "C", "O", "P", "O", "O", "C", "C", "O", "C", "C", "H", "H", "H", "H", "H", "H", "H", "H", "H", "H", "H", "H", "H", "H", "H", "C", "C", "O", "P", "O", "O", "C", "C", "O", "C", "C", "H", "H", "H", "H", "H", "H", "H", "H", "H", "H", "H", "H", "H", "H", "H"], "xyz": [[0.82559, 5.05705, 1.05841], [1.92414, 5.16426, 2.03471], [3.22502, 4.79369, 1.45409], [3.56796, 3.18803, 1.49014], [2.50851, 2.31362, 0.96419], [2.84770, 1.74876, -0.35126], [2.05765, 0.47969, -0.48389], [2.43920, 2.69855, -1.63818], [3.53879, 3.51570, -2.29914], [1.03576, 2.79408, -2.14686], [-0.03751, 5.83797, 1.20146], [1.27640, 5.04382, -0.03131], [0.35500, 3.97148, 1.21588], [4.05041, 5.31902, 2.13820], [3.40902, 5.25323, 0.36761], [3.74060, 2.86643, 2.62598], [4.61213, 3.03463, 0.94562], [3.97435, 1.44102, -0.42870], [1.26180, 0.57841, 0.12514], [4.23336, 3.69722, -1.51407], [3.09228, 4.44094, -2.57551], [0.80476, 3.77953, -2.14446], [4.53953, -3.86245, 3.99710], [3.12326, -4.38849, 4.12524], [2.42875, -4.30589, 2.89439], [2.89239, -5.33448, 1.68096], [2.14022, -6.55991, 2.25522], [1.64291, -4.97721, 0.63581], [0.77215, -5.98587, 0.14284], [-0.51018, -6.00543, 0.95777], [3.73283, -3.96523, 1.03930], [3.40813, -3.36721, -0.20613], [2.37245, -2.26753, -0.02567], [5.13596, -4.50676, 3.34354], [5.02560, -3.82341, 4.97482], [4.54500, -2.86089, 3.55565], [3.12069, -5.42145, 4.48812], [2.57309, -3.77994, 4.84963], [1.26119, -6.96550, 0.12325], [0.53373, -5.73638, -0.89535], [-0.31416, -6.11723, 2.02827], [-1.16333, -6.82070, 0.63540], [-1.04725, -5.05841, 0.83842], [3.09746, -4.11956, -0.93784], [4.32652, -2.91879, -0.59715], [1.46958, -2.61494, 0.48608], [2.07844, -1.84831, -0.99260], [2.78047, -1.46006, 0.59690], [-7.47999, 2.83637, -1.84505], [-6.45877, 3.01357, -0.73840], [-5.36733, 2.12591, -0.89641], [-4.32264, 2.40961, -2.15081], [-3.55677, 3.54439, -1.42765], [-3.18177, 1.27452, -1.71363], [-1.82539, 1.63069, -1.48558], [-1.57823, 1.79790, 0.00433], [-5.17840, 1.14167, -2.95884], [-4.57646, -0.08875, -3.33021], [-4.71231, -1.11642, -2.21668], [-7.06372, 3.14045, -2.81059], [-8.36824, 3.44182, -1.64972], [-7.77675, 1.78687, -1.93735], [-6.09866, 4.04678, -0.69984], [-6.92408, 2.78714, 0.22595], [-1.54337, 2.52480, -2.05147], [-1.20266, 0.81427, -1.86319], [-2.27340, 2.51052, 0.45796], [-0.55661, 2.13825, 0.19318], [-1.73084, 0.84443, 0.52118], [-3.53739, 0.05667, -3.64186], [-5.11277, -0.45691, -4.21012], [-4.31421, -0.76153, -1.26099], [-4.19597, -2.04456, -2.47951], [-5.77160, -1.34357, -2.03671]], "atomic_forces_ev_per_a": [[-0.463, -2.101, -0.366], [0.715, -0.138, -2.199], [1.092, 0.267, 0.343], [0.621, 0.485, 1.202], [2.116, 0.613, -1.284], [-0.794, -1.537, -0.555], [0.003, 2.362, 1.379], [-0.742, 1.102, -1.166], [-2.163, 0.590, 2.838], [2.644, 1.782, 1.637], [2.123, -1.233, -0.126], [-1.040, 0.404, 2.018], [0.822, 2.390, -0.475], [-1.819, -1.213, -1.366], [-0.792, -1.025, 2.122], [-0.537, 0.746, -2.460], [-2.171, 0.220, 0.930], [-1.888, 0.442, 0.494], [1.427, 0.019, -1.126], [-0.788, -0.098, -1.648], [1.165, -1.458, 0.070], [0.370, -2.048, -0.345], [0.143, 0.107, 0.005], [0.065, 0.165, 0.422], [0.979, -0.273, 0.437], [-8.249, 4.444, 0.482], [4.612, -0.994, -0.677], [1.310, -0.365, -0.730], [-0.438, -0.245, 0.037], [-0.126, 0.101, 0.159], [1.250, -2.925, 0.706], [0.052, 0.105, -1.143], [-0.069, -0.069, 0.595], [0.046, 0.004, 0.045], [-0.003, -0.039, -0.051], [-0.046, -0.150, 0.102], [-0.027, 0.003, 0.032], [-0.075, -0.082, -0.182], [-0.118, 0.190, 0.181], [0.109, 0.166, 0.021], [0.132, -0.131, -0.190], [0.036, 0.065, -0.004], [0.055, -0.128, -0.086], [-0.077, 0.173, 0.174], [0.095, -0.108, 0.164], [0.194, -0.186, -0.198], [0.232, -0.090, 0.147], [0.001, -0.271, -0.360], [-0.141, -0.052, -0.086], [-0.406, 0.116, 0.227], [-0.657, 0.683, -0.580], [2.006, -5.263, 7.640], [-1.654, 1.527, -4.204], [-0.280, 0.210, -1.532], [0.492, 0.131, 0.271], [-0.092, -0.054, 0.196], [0.481, 2.918, -1.107], [0.529, -0.637, -0.778], [-0.312, 0.104, 0.511], [-0.055, 0.033, -0.013], [0.056, -0.001, -0.036], [0.045, 0.171, 0.070], [-0.005, 0.007, 0.042], [0.201, -0.048, -0.063], [-0.144, -0.192, 0.252], [-0.142, -0.019, -0.054], [0.103, 0.037, -0.197], [-0.032, -0.023, -0.069], [0.062, 0.050, -0.090], [-0.165, -0.086, 0.221], [-0.089, 0.201, 0.007], [0.082, 0.033, -0.329], [-0.069, 0.127, -0.110], [0.200, -0.014, -0.187]], "total_charge": 0, "largest_force_ha_per_bohr": 0.185, "spin_multiplicity": 1, "smiles": "COCCO[C@@H](O)B(N)O.CCOP(=O)(OCC)OCC.CCOP(=O)(OCC)OCC", "homo_lumo_gap_ev": 7.8}

3.
{"formula": "C16H42CoO6", "method": "wB97M-V/def2-TZVPD", "symbols": ["Co", "C", "C", "O", "H", "H", "H", "H", "H", "C", "C", "O", "H", "H", "H", "H", "H", "C", "C", "C", "O", "H", "H", "H", "H", "H", "H", "H", "H", "C", "C", "C", "O", "H", "H", "H", "H", "H", "H", "H", "H", "C", "C", "C", "O", "H", "H", "H", "H", "H", "H", "H", "H", "C", "C", "C", "O", "H", "H", "H", "H", "H", "H", "H", "H"], "xyz": [[-15.41327, -13.61818, -30.51447], [-13.77641, -16.54887, -32.96319], [-14.56655, -15.32536, -33.22224], [-14.40404, -14.28218, -32.24827], [-14.15671, -16.96925, -32.03220], [-12.73167, -16.29954, -32.77757], [-13.66216, -17.27471, -33.76830], [-15.58667, -15.64125, -33.44056], [-14.16317, -14.94024, -34.15876], [-15.41047, -11.96994, -26.82394], [-16.66201, -12.02856, -27.66237], [-16.56717, -12.99187, -28.77262], [-14.62139, -11.39724, -27.31124], [-14.96172, -12.93810, -26.60167], [-15.60654, -11.48739, -25.86644], [-16.85257, -11.02655, -28.04678], [-17.47555, -12.23485, -26.96689], [-19.05100, -14.48268, -32.82052], [-17.88639, -13.48171, -32.84369], [-18.38376, -12.12730, -33.17276], [-17.38669, -13.40380, -31.53281], [-18.76518, -15.50715, -32.58203], [-19.55812, -14.48189, -33.78537], [-19.81240, -14.19051, -32.09733], [-17.06483, -13.77889, -33.49548], [-18.79462, -12.27216, -34.17191], [-17.61194, -11.36439, -33.27457], [-19.07741, -11.86922, -32.37254], [-18.11976, -13.13380, -30.97486], [-14.39398, -9.29459, -30.68508], [-15.04172, -10.52206, -31.34761], [-14.79517, -10.72954, -32.81847], [-14.42802, -11.60622, -30.63256], [-14.86853, -8.40335, -31.09568], [-13.35981, -9.33792, -31.02671], [-14.52092, -9.32741, -29.60299], [-16.12604, -10.54564, -31.23900], [-13.73222, -10.93224, -32.94948], [-15.01368, -9.77244, -33.29209], [-15.37908, -11.54265, -33.24974], [-13.50613, -11.40847, -30.45197], [-11.68350, -15.30959, -29.59506], [-13.05394, -15.19857, -28.96480], [-12.96458, -15.15199, -27.40446], [-13.65462, -13.99290, -29.41652], [-11.03968, -16.06656, -29.14718], [-11.06724, -14.41132, -29.55724], [-11.82583, -15.51203, -30.65660], [-13.55230, -16.11927, -29.26817], [-12.15484, -14.47233, -27.13898], [-12.95689, -16.14859, -26.96306], [-13.84665, -14.73389, -26.91945], [-13.12681, -13.22669, -29.18001], [-16.01523, -17.94785, -29.47642], [-16.66785, -16.80010, -30.16213], [-18.13644, -16.47592, -29.80615], [-16.04060, -15.69751, -29.75163], [-14.97123, -17.99116, -29.78672], [-16.47376, -18.89360, -29.76524], [-16.15573, -18.07916, -28.40351], [-16.54058, -16.96921, -31.23138], [-18.78232, -17.23344, -30.25010], [-18.45303, -15.49920, -30.17207], [-18.28561, -16.42350, -28.72768], [-16.01607, -15.71038, -28.79203]], "atomic_forces_ev_per_a": [[0.429, 0.243, 0.185], [1.274, -0.631, 1.253], [0.426, 2.327, 0.144], [-1.162, -1.249, -0.033], [0.099, -0.644, 0.023], [0.090, 0.378, 0.290], [-0.827, -0.160, -0.160], [-0.707, 0.142, 0.163], [-0.184, 0.358, -0.561], [0.752, 0.235, 0.145], [0.817, -1.585, -2.004], [-0.328, 0.776, 0.895], [0.086, 0.011, -0.164], [-0.325, -0.179, -0.135], [-0.080, 0.176, 0.201], [-0.092, 0.306, -0.205], [-0.547, -0.514, -0.206], [0.036, -0.065, -0.769], [-0.123, -0.727, 0.658], [-0.029, 0.227, -1.208], [1.074, -0.488, 0.774], [0.271, 0.107, -0.038], [0.000, -0.143, -0.151], [0.064, 0.229, 0.214], [0.004, -0.218, 0.109], [-0.808, 0.712, 0.031], [0.110, -0.163, 0.318], [-0.438, 0.421, -0.480], [0.247, 0.136, 0.754], [-0.967, -0.117, -1.572], [0.747, -0.388, 0.938], [0.693, 0.891, -0.026], [-2.226, -1.180, -0.165], [0.123, 0.397, 0.085], [0.235, 0.364, 0.512], [0.226, -0.068, -0.162], [-0.051, -0.186, 0.790], [-0.024, -0.111, -0.237], [-0.174, 0.002, -0.513], [0.085, 0.007, 0.148], [1.034, 0.061, 0.138], [0.711, -0.020, -0.548], [1.314, 0.398, 1.684], [-0.702, 0.077, -0.595], [-1.254, -1.265, -0.436], [-0.270, -0.442, 0.070], [-0.398, 0.392, 0.249], [0.114, -0.129, -0.059], [-0.869, 0.653, -0.227], [0.282, -0.427, 0.289], [0.898, -0.162, -0.049], [-0.300, 0.280, -0.516], [0.711, 0.666, 0.289], [-0.522, -2.330, -0.096], [-2.608, -0.950, 0.198], [-0.411, -1.287, -0.614], [2.969, 3.423, 0.217], [0.052, 0.017, 0.328], [0.005, -0.225, -0.662], [0.305, 1.033, 0.350], [-0.009, 0.452, -0.199], [-0.434, -0.096, 0.224], [0.428, -0.089, -0.251], [0.131, -0.290, 0.116], [0.022, 0.632, 0.257]], "total_charge": -1, "largest_force_ha_per_bohr": 0.088, "spin_multiplicity": 5, "s_squared": 6.01, "homo_lumo_gap_ev": [1.9, 7.4]}